(1)
The following is a DFT calculation (the ωB97M-V functional and the def2-TZVPD basis) of a structure of composition C38H47BiIN3O2Se.

XYZ file:
```
93
Properties=species:S:1:pos:R:3
Bi -0.565 -0.118 0.617
C 6.541 3.385 2.081
C 5.105 3.898 1.963
C 5.081 5.038 0.934
C 4.669 4.444 3.330
C 4.142 2.793 1.526
C 2.789 3.067 1.376
C 1.917 2.069 0.977
Se 0.050 2.540 0.952
C -0.358 3.046 -0.844
C -0.496 4.409 -1.107
C -0.921 4.831 -2.349
C -1.221 3.830 -3.288
C -1.104 2.468 -3.061
C -0.640 2.034 -1.783
O -0.488 0.759 -1.507
C -1.462 1.436 -4.142
C -2.582 0.513 -3.634
C -1.967 2.097 -5.427
C -0.226 0.599 -4.510
C -1.104 6.304 -2.714
C -0.656 7.226 -1.581
C -0.276 6.641 -3.961
C -2.588 6.580 -3.004
C 2.330 0.748 0.718
O 1.489 -0.205 0.293
C 3.689 0.447 0.898
C 4.538 1.485 1.289
C 4.330 -0.949 0.726
C 4.906 -1.390 2.082
C 5.465 -0.857 -0.309
C 3.385 -2.064 0.257
H 7.194 4.206 2.387
H 6.913 2.999 1.127
H 6.626 2.594 2.833
H 5.763 5.839 1.238
H 4.081 5.467 0.834
H 5.392 4.675 -0.049
H 5.381 5.197 3.684
H 4.622 3.639 4.069
H 3.682 4.913 3.279
H 2.397 4.057 1.569
H -0.261 5.117 -0.323
H -1.565 4.153 -4.262
H -3.462 1.097 -3.351
H -2.254 -0.060 -2.764
H -2.879 -0.184 -4.426
H -2.877 2.680 -5.257
H -2.203 1.318 -6.157
H -1.211 2.751 -5.873
H 0.189 0.102 -3.635
H 0.550 1.237 -4.942
H -0.497 -0.155 -5.258
H 0.395 7.062 -1.323
H -1.260 7.081 -0.680
H -0.767 8.268 -1.891
H 0.786 6.454 -3.781
H -0.400 7.696 -4.224
H -0.581 6.044 -4.825
H -3.202 6.329 -2.135
H -2.945 5.988 -3.852
H -2.741 7.638 -3.241
H 5.584 1.239 1.426
H 5.667 -0.698 2.452
H 5.368 -2.378 1.986
H 4.111 -1.452 2.831
H 6.267 -0.189 0.011
H 5.084 -0.493 -1.267
H 5.902 -1.847 -0.469
H 2.592 -2.258 0.981
H 3.979 -2.976 0.142
H 2.917 -1.833 -0.701
N -1.867 -7.621 -7.385
C -1.672 -7.061 -6.399
C -1.427 -6.358 -5.158
C -1.485 -4.968 -5.117
C -1.254 -4.295 -3.933
C -0.957 -5.006 -2.776
C -0.896 -6.391 -2.812
C -1.133 -7.064 -3.997
N -0.710 -4.315 -1.552
C -0.622 -4.867 -0.281
C -0.391 -3.833 0.566
N -0.327 -2.656 -0.158
C -0.527 -2.975 -1.411
H -1.718 -4.415 -6.018
H -1.323 -3.215 -3.922
H -0.650 -6.957 -1.925
H -1.083 -8.143 -4.024
H -0.738 -5.919 -0.085
H -0.259 -3.847 1.637
H -0.513 -2.271 -2.233
I -0.016 -0.454 3.405
```

As for the total energy: -128023.2537 eV. Its spin multiplicity is 1. Its net charge is 0. The value obtained for the HOMO-LUMO gap is 0.2637 Ha. The energy above the lowest of the compared OMol25 structures with the same formula, charge and spin comes out at 0.0 kJ/mol.

=====

(2)
The following is a DFT calculation (the ωB97M-V functional and the def2-TZVPD basis) of a structure of composition C4H11PS at a distorted geometry.

XYZ file:
```
17
Properties=species:S:1:pos:R:3
C 2.116 0.049 0.101
C 0.977 0.423 -0.753
C -0.120 1.069 0.037
C -1.661 -0.225 0.129
P -1.435 -1.581 1.317
S -1.902 -1.046 -1.474
H 3.046 -0.462 -0.362
H 1.763 -0.637 0.881
H 2.462 0.982 0.448
H 0.725 -0.266 -1.631
H 1.330 1.303 -1.253
H -0.618 1.802 -0.551
H 0.249 1.338 0.986
H -2.536 0.461 0.432
H -1.330 -0.820 2.497
H -0.108 -2.048 0.958
H -2.960 -0.342 -1.763
```

As for the total energy: -24447.3720 eV. Its spin multiplicity is 1. Its net charge is 0. The value obtained for the HOMO-LUMO gap is 0.3342 Ha. The energy above the lowest of the compared OMol25 structures with the same formula, charge and spin comes out at 289.4 kJ/mol.

=====

(3)
The following is a DFT calculation (the ωB97M-V functional and the def2-TZVPD basis) of a structure of composition C52H43BCl3N3O3P2PdS.

XYZ file:
```
109
Properties=species:S:1:pos:R:3
Pd 1.398 1.325 0.370
C 4.498 1.198 -0.566
P 2.877 0.891 -1.358
C 2.870 1.758 -2.935
C 1.790 2.543 -3.325
C 1.813 3.199 -4.548
C 2.916 3.078 -5.379
C 4.000 2.297 -4.993
C 3.979 1.637 -3.777
C 2.866 -0.881 -1.742
C 3.149 -1.788 -0.716
C 3.261 -3.140 -0.998
C 3.075 -3.601 -2.296
C 2.769 -2.707 -3.310
C 2.661 -1.349 -3.038
C 4.313 0.920 0.889
C 5.178 0.564 1.892
C 4.417 0.494 3.090
C 3.120 0.801 2.761
C 1.904 0.965 3.616
P 0.468 1.312 2.520
C -0.474 2.682 3.234
C -1.556 3.153 2.489
C -2.351 4.177 2.977
C -2.067 4.744 4.213
C -0.996 4.278 4.961
C -0.201 3.248 4.479
C -0.751 -0.070 2.768
C -1.596 -0.070 3.849
C -2.610 -1.033 3.962
C -2.850 -1.987 2.975
C -2.032 -2.011 1.876
C -0.893 -1.126 1.778
N 3.050 1.065 1.416
H 4.754 2.244 -0.756
H 5.267 0.571 -1.020
H 0.935 2.654 -2.671
H 0.975 3.814 -4.846
H 2.937 3.595 -6.328
H 4.861 2.206 -5.640
H 4.824 1.024 -3.486
H 3.322 -1.432 0.294
H 3.519 -3.832 -0.206
H 3.179 -4.655 -2.516
H 2.637 -3.062 -4.324
H 2.451 -0.655 -3.843
H 6.239 0.402 1.791
H 4.791 0.283 4.080
H 2.015 1.831 4.270
H 1.705 0.097 4.245
H -1.788 2.711 1.527
H -3.192 4.533 2.395
H -2.682 5.549 4.593
H -0.775 4.717 5.925
H 0.624 2.901 5.086
H -1.513 0.697 4.609
H -3.248 -1.012 4.838
H -3.673 -2.681 3.071
H -2.171 -2.736 1.086
H -0.645 -0.831 0.748
Cl -6.199 3.780 2.286
C -5.597 2.649 1.127
C -4.602 1.757 1.493
C -4.121 0.860 0.554
C -4.618 0.825 -0.744
C -4.054 -0.137 -1.764
C -3.108 0.592 -2.735
N -2.059 1.305 -2.021
C -2.071 2.633 -1.676
C -0.977 2.837 -0.893
N -0.309 1.641 -0.751
C -0.985 0.743 -1.446
O -3.391 -1.191 -1.081
C -3.504 -2.471 -1.714
C -2.596 -2.614 -2.896
C -1.242 -2.736 -2.794
Cl -0.352 -2.873 -1.325
S -0.454 -2.776 -4.314
C -1.955 -2.659 -5.127
C -3.001 -2.578 -4.262
C -5.621 1.732 -1.074
Cl -6.295 1.747 -2.675
C -6.116 2.645 -0.156
H -4.214 1.773 2.502
H -3.353 0.150 0.831
H -4.874 -0.543 -2.365
H -3.672 1.320 -3.313
H -2.649 -0.112 -3.426
H -2.841 3.304 -2.016
H -0.622 3.746 -0.440
H -0.718 -0.294 -1.576
H -4.542 -2.651 -2.005
H -3.240 -3.199 -0.947
H -1.983 -2.664 -6.205
H -4.032 -2.508 -4.579
H -6.900 3.334 -0.438
O 1.562 -1.845 2.458
B 0.350 -2.199 1.963
O 0.247 -3.506 1.587
C 1.519 -4.024 1.849
C 1.978 -5.303 1.650
C 3.311 -5.524 1.985
C 4.122 -4.505 2.481
C 3.638 -3.214 2.683
C 2.317 -3.019 2.361
H 1.343 -6.084 1.255
H 3.729 -6.513 1.854
H 5.154 -4.721 2.720
H 4.255 -2.408 3.057
```

As for the total energy: -136362.4156 eV. Its spin multiplicity is 1. Its net charge is +2. The value obtained for the HOMO-LUMO gap is 0.1792 Ha. The energy above the lowest of the compared OMol25 structures with the same formula, charge and spin comes out at 0.0 kJ/mol.